[1]
The following is a quantum chemistry calculation of 2 unconnected molecules or ions with the total composition C35H44N2O4, from OMol25.

Results
**HOMO level**: -5.285 eV
**Energy**: -48176.4037 eV
**Max |F|**: 2.229 eV Å⁻¹

Each line ends with the Löwdin charge.
CARTESIAN COORDINATES (ANGSTROEM)
C 5.14122 3.42683 -3.31454  -0.08
C 4.84290 1.97167 -3.07658  -0.24
O 3.41787 1.83982 -3.18154  -0.03
C 2.94272 0.58183 -3.08015  -0.49
C 1.51658 0.50028 -3.29376  -0.07
C 0.76768 -0.80437 -3.39423  -0.39
C 0.56221 -1.34266 -1.98545  -0.08
C 1.41578 -1.81520 -4.32861  -0.07
C 0.75102 1.72385 -3.22047  -0.48
O 1.10317 2.88219 -3.03493  0.03
O -0.56699 1.39856 -3.36250  -0.08
C -1.47306 2.49012 -3.64231  -0.22
C -1.69788 3.38496 -2.45479  -0.09
O 3.66998 -0.37593 -2.81734  0.02
H 6.21908 3.58208 -3.22739  0.07
H 4.82804 3.72896 -4.32139  0.08
H 4.63080 4.06751 -2.58790  0.06
H 5.32617 1.34735 -3.84159  0.12
H 5.17126 1.66611 -2.07245  0.11
H -0.21301 -0.53583 -3.79745  0.12
H 0.06123 -0.57903 -1.37410  0.06
H -0.04637 -2.25634 -1.97437  0.08
H 1.54875 -1.54956 -1.55000  0.07
H 1.37499 -1.42837 -5.35042  0.08
H 2.45751 -1.96990 -4.04112  0.07
H 0.86745 -2.76224 -4.30205  0.07
H -1.07188 3.06472 -4.48584  0.13
H -2.39945 1.98370 -3.92913  0.12
H -2.61215 3.96242 -2.61135  0.07
H -1.81478 2.80752 -1.53002  0.06
H -0.85331 4.07229 -2.36347  0.06
C -7.25481 -1.48684 1.71084  -0.06
N -6.49812 -0.25000 1.66019  -0.18
C -7.28140 0.95409 1.46203  -0.06
C -5.13774 -0.23394 1.74004  -0.21
C -4.41907 0.99406 1.73988  0.00
C -3.03923 0.99805 1.67248  0.00
C -2.30528 -0.21513 1.69235  -0.17
C -0.86404 -0.22468 1.54559  -0.07
C -0.20706 0.84843 0.88061  -0.02
C 1.15190 1.08349 0.95790  0.05
C 1.82889 2.28183 0.54676  -0.19
C 3.24348 2.32401 0.64250  -0.01
C 3.94381 3.49250 0.37447  -0.07
C 3.25037 4.64130 -0.04422  -0.06
C 1.85733 4.60223 -0.18827  -0.06
C 1.14309 3.44828 0.12442  0.00
C -0.10079 -1.35704 2.06810  -0.20
C 0.92967 -1.94836 1.31072  -0.02
C 1.55413 -3.11329 1.71802  0.01
C 1.28157 -3.66055 2.99983  -0.21
N 1.90873 -4.79963 3.41202  -0.19
C 1.84616 -5.29044 4.77518  -0.06
C 2.73607 -5.58739 2.51817  -0.06
C 0.34118 -2.98697 3.83338  -0.01
C -0.37830 -1.91230 3.34537  -0.02
C -3.02714 -1.43483 1.78733  0.00
C -4.40673 -1.45137 1.78538  0.00
H -6.85347 -2.16401 2.47731  0.09
H -8.29590 -1.24354 1.95775  0.09
H -7.24912 -2.01899 0.74415  0.10
H -6.74513 1.66938 0.82761  0.09
H -8.22558 0.67494 0.97783  0.09
H -7.52390 1.44948 2.41559  0.10
H -4.95748 1.93934 1.77125  0.10
H -2.50388 1.94783 1.63137  0.12
H -0.82922 1.55934 0.33104  0.10
H 1.77662 0.34949 1.46431  0.12
H 3.76127 1.41635 0.96358  0.12
H 5.02767 3.51321 0.50006  0.11
H 3.79718 5.56474 -0.25158  0.11
H 1.31614 5.48634 -0.53829  0.11
H 0.05083 3.44149 0.08003  0.10
H 1.22544 -1.49908 0.36682  0.08
H 2.27932 -3.58516 1.05581  0.11
H 1.64418 -4.47950 5.48152  0.08
H 1.06968 -6.06246 4.89630  0.10
H 2.81067 -5.74766 5.02882  0.09
H 2.38247 -5.50951 1.48525  0.08
H 3.78814 -5.26211 2.55408  0.10
H 2.69830 -6.63837 2.82624  0.09
H 0.16712 -3.32992 4.85348  0.10
H -1.15531 -1.46224 3.96791  0.13
H -2.49058 -2.38346 1.81831  0.13
H -4.92966 -2.40473 1.78964  0.10

Cartesian forces (eV/Å) of the 2 atoms listed first:
0.2 0.3 -0.2
-0.6 -0.1 0.0

[2]
The following is a quantum chemistry calculation of a single C3H4N2OS2 molecule, from OMol25.

Results
**HOMO level**: -7.972 eV
**Energy**: -29870.2088 eV
**Energy relative to the best compared isomer or geometry (same formula, charge and spin)**: 90.74 kcal/mol
**Max |F|**: 4.546 eV Å⁻¹
**SMILES**: O/N=C/N(C=S)C=S

Each line ends with the natural charge from an NBO analysis.
CARTESIAN COORDINATES (ANGSTROEM)
O 3.83559 -0.23421 -0.11754  -0.53
N 2.56169 0.27448 0.02519  -0.16
C 1.69532 -0.62768 0.00307  0.21
N 0.20212 -0.26207 0.19301  -0.47
C -0.05324 1.10419 0.13543  -0.07
S -1.56245 1.84232 -0.04590  -0.02
C -0.74108 -1.28260 0.13461  -0.14
S -2.33308 -1.31873 -0.10083  0.09
H 4.33516 0.49731 -0.23580  0.47
H 1.93643 -1.70512 -0.22370  0.21
H 0.75970 1.74306 0.13102  0.22
H -0.14023 -2.28945 0.45048  0.19

Cartesian forces (eV/Å) of the 2 atoms listed first:
-2.5 -3.8 0.4
-0.2 0.3 0.3

[3]
The following is a quantum chemistry calculation of a single C23H25N3O4S molecule, from OMol25.

Results
**HOMO level**: -8.615 eV
**Energy**: -47754.1101 eV
**Energy relative to the best compared isomer or geometry (same formula, charge and spin)**: 0.00 kcal/mol
**Max |F|**: 1.187 eV Å⁻¹
**SMILES**: CCOC(=O)c1ccc(/N=C2\S[C@@H](C(=O)NCCc3ccccc3)CC(=O)N2C)cc1

Each line ends with the natural charge from an NBO analysis.
CARTESIAN COORDINATES (ANGSTROEM)
C -5.91691 -0.94616 -1.15680  -0.63
C -5.61755 -1.73712 0.10915  -0.07
O -4.24430 -1.62872 0.47613  -0.51
C -3.38594 -2.46114 -0.13326  0.78
O -3.72341 -3.29458 -0.94053  -0.61
C -1.98715 -2.23255 0.29080  -0.20
C -0.98209 -3.00729 -0.28587  -0.14
C 0.34137 -2.79311 0.03475  -0.26
C 0.68262 -1.78315 0.93887  0.15
N 1.97237 -1.46523 1.28251  -0.51
C 2.97629 -1.38453 0.52255  0.36
S 2.90878 -1.70708 -1.24986  0.21
C 4.04990 -0.36251 -1.73049  -0.42
C 3.38045 0.92856 -1.25346  0.67
O 3.80971 1.57665 -0.32574  -0.61
N 2.26494 1.23020 -1.95163  -0.61
C 1.27746 2.15844 -1.44175  -0.21
C 0.35908 1.44618 -0.43661  -0.44
C -0.81887 2.28133 -0.02840  -0.03
C -2.10907 1.89715 -0.36827  -0.21
C -3.19545 2.66535 0.01248  -0.21
C -3.00389 3.83091 0.73333  -0.22
C -1.72052 4.22120 1.07762  -0.22
C -0.63607 3.44979 0.70148  -0.16
C 5.39005 -0.62702 -1.08584  -0.51
C 5.36435 -0.70281 0.42660  0.73
O 6.36999 -0.50065 1.06337  -0.57
N 4.18725 -1.05041 1.06745  -0.47
C 4.18420 -0.95404 2.52108  -0.41
C -0.33340 -1.05416 1.56955  -0.18
C -1.65145 -1.26499 1.23882  -0.17
H -5.36727 -1.36765 -1.99493  0.22
H -5.62402 0.09330 -1.02850  0.21
H -6.98012 -0.99247 -1.37413  0.22
H -6.17211 -1.34016 0.96223  0.19
H -5.86475 -2.79364 -0.03902  0.20
H -1.26196 -3.77016 -0.99674  0.24
H 1.11553 -3.40846 -0.39985  0.22
H 4.11486 -0.39289 -2.82025  0.25
H 1.92307 0.54190 -2.60702  0.39
H 0.70138 2.55011 -2.28245  0.20
H 1.81273 2.97637 -0.95741  0.22
H 0.00548 0.51266 -0.88282  0.21
H 0.95751 1.19421 0.44215  0.22
H -2.26512 0.98422 -0.92573  0.21
H -4.19465 2.35297 -0.25369  0.21
H -3.85118 4.43139 1.02958  0.21
H -1.56523 5.12723 1.64478  0.21
H 0.36248 3.75112 0.98264  0.20
H 6.10050 0.16354 -1.33930  0.26
H 5.79732 -1.57378 -1.45501  0.25
H 3.51780 -0.15053 2.83180  0.21
H 3.83330 -1.89175 2.94827  0.21
H 5.20135 -0.74343 2.84171  0.25
H -0.05979 -0.30226 2.29303  0.22
H -2.42982 -0.68038 1.70264  0.24

Cartesian forces (eV/Å) of the 2 atoms listed first:
0.2 -0.2 0.3
-0.5 -0.1 -0.3

[4]
The following is a quantum chemistry calculation of 6 unconnected molecules or ions with the total composition C6H21NO6, from OMol25.

Results
**HOMO level**: -8.689 eV
**Energy**: -20336.3900 eV
**Energy relative to the best compared isomer or geometry (same formula, charge and spin)**: 59.08 kcal/mol
**Max |F|**: 1.744 eV Å⁻¹
**SMILES**: C=C(C)C[C@H](N)C=O.O.O.O.O.O

Each line ends with the natural charge from an NBO analysis.
CARTESIAN COORDINATES (ANGSTROEM)
C 3.02434 -1.87810 -1.40400  -0.43
C 2.04003 -1.46051 -0.60075  0.04
C 2.30193 -0.41352 0.44295  -0.69
C 0.62705 -1.95346 -0.81094  -0.45
C -0.30819 -0.76270 -1.03063  -0.18
N -1.70898 -1.08259 -0.72176  -0.84
C -0.15884 -0.19842 -2.46487  0.46
O -0.53585 0.87073 -2.86939  -0.55
H 4.04774 -1.75636 -1.10157  0.20
H 2.70401 -2.58179 -2.16295  0.19
H 1.45609 0.00596 0.93595  0.23
H 2.78588 0.41440 -0.08021  0.23
H 3.02690 -0.61959 1.23436  0.23
H 0.56724 -2.51776 -1.74429  0.21
H 0.29292 -2.53747 0.04458  0.23
H -0.04662 0.09116 -0.41991  0.24
H -2.24925 -1.29080 -1.54910  0.35
H -2.16769 -0.29617 -0.27864  0.42
H 0.54715 -0.79847 -3.08356  0.10
O 0.22815 -1.71798 2.85689  -0.93
H 0.29329 -1.63766 1.89932  0.47
H -0.72241 -1.87016 2.91945  0.46
O -2.77796 1.68246 -1.18756  -0.95
H -2.47356 1.53228 -2.09431  0.48
H -2.24225 2.46088 -0.99890  0.47
O 1.11097 3.17665 -0.05364  -0.96
H 1.47774 3.32756 -0.93096  0.48
H 1.68032 3.56965 0.61024  0.48
O -1.21577 0.90036 1.29252  -0.99
H -0.65970 1.66838 1.13486  0.48
H -1.72170 1.12042 2.10381  0.49
O -2.75200 1.66332 3.36571  -0.95
H -3.50474 2.02711 2.89753  0.49
H -2.96624 0.86219 3.84976  0.49

Cartesian forces (eV/Å) of the 2 atoms listed first:
-1.2 -0.7 0.8
0.4 -0.3 -0.3